Record 1
C35H69N7O3 | wB97M-V/def2-TZVPD

Summary:
Kohn-Sham gap ... 8.86 eV
Structure (SMILES) ... CC1(C)CCCC(C)(C)N1O.CC1(C)CCCC(C)(C)N1O.CC1(C)CCCC(C)(C)N1O.CC#N.CC#N.CC#N.CC#N

ORCA input file:
```
! wB97M-V def2-TZVPD RIJCOSX def2/J DEFGRID3
* xyz 0 1
O -3.13022 -19.39431 5.54795
O -8.35898 -26.25555 4.46168
O -8.06418 -16.83064 -0.47821
N -7.28803 -27.14674 4.68514
N -7.98296 -17.90628 -1.51778
N -10.09532 -17.89307 3.10644
N -7.04962 -21.23142 6.11109
N -3.48363 -22.50097 5.35684
N -3.38626 -18.68837 4.32557
N -5.46646 -22.94173 0.33208
C -8.17186 -20.64552 -2.24079
C -3.31626 -16.36161 2.64758
C -4.97184 -21.04215 7.70902
C -4.00377 -22.42215 -1.78404
C -9.25980 -19.59309 -2.61291
C -4.44117 -17.69410 4.51072
C -6.80713 -19.93216 -2.12591
C -9.89676 -19.10896 -0.30713
C -4.62325 -17.02515 3.13175
C -1.27618 -19.59383 3.51662
C -4.60223 -27.67650 5.54090
C -6.61417 -27.16487 2.42803
C -2.05428 -18.31064 3.80159
C -5.78988 -25.29618 3.87258
C -8.16148 -27.67595 6.99881
C -6.15016 -26.77091 3.81997
C -5.03367 -27.74780 4.06511
C -6.60471 -25.82003 6.80495
C -6.18185 -21.19648 6.84142
C -2.27138 -17.53188 2.44439
C -6.70892 -19.09984 0.32541
C -1.06827 -17.45698 4.69870
C -4.27620 -22.35342 4.54142
C -4.80647 -22.69476 -0.54813
C -10.26983 -17.40275 -2.23173
C -9.37610 -18.48229 -1.58099
C -5.75916 -28.15736 6.37590
C -5.28637 -22.07833 3.41798
C -6.99262 -27.16656 6.14415
C -4.10902 -16.58395 5.48090
C -9.70326 -18.96724 3.27495
C -5.48891 -17.99159 -1.56706
C -6.75940 -18.74617 -1.18378
C -9.27351 -20.32212 3.71446
C -5.75219 -18.37551 4.93162
H -9.79397 -18.36628 0.52013
H -8.90382 -28.22644 6.47388
H -8.94536 -20.97638 2.90355
H -5.98881 -19.19969 4.27778
H -8.68981 -26.81899 7.53426
H -8.54152 -20.27517 4.53317
H -3.74624 -17.00871 6.41701
H -7.99330 -21.34627 -2.97787
H -6.64779 -24.70773 3.56232
H -2.96813 -15.48831 3.29423
H -6.85722 -18.14014 0.84610
H -6.14170 -21.56114 3.79459
H -7.78186 -28.31211 7.86574
H -5.25479 -21.42803 8.67135
H -1.30941 -17.05503 2.23465
H -9.09575 -26.83519 4.22067
H -6.53192 -17.59542 4.86097
H -3.38947 -15.91065 5.06303
H -6.63388 -19.57454 -3.10896
H -4.91930 -25.10340 3.26148
H -9.03725 -19.12282 -3.57424
H -0.20732 -17.30278 4.08045
H -3.71342 -28.30013 5.70509
H -4.15265 -21.70791 7.29630
H -4.70039 -22.26679 -2.60634
H -0.84183 -17.79945 5.68678
H -10.14262 -20.87231 4.13347
H -8.47861 -21.10712 -1.29176
H -3.23047 -23.18173 -1.81602
H -5.69081 -18.69982 5.98479
H -4.95039 -17.76014 2.38941
H -5.71711 -19.45763 0.53253
H -5.74805 -26.98431 1.75959
H -8.14854 -16.03373 -0.98678
H -10.94398 -19.27647 -0.55072
H -11.27750 -17.87364 -2.43056
H -5.45369 -16.28921 3.34186
H -6.58826 -25.81884 7.85526
H -5.64719 -25.39475 6.65188
H -5.04051 -16.04282 5.70653
H -10.31695 -16.52727 -1.62694
H -0.31251 -19.46694 3.05964
H -4.16878 -27.48320 3.41442
H -6.00580 -29.16517 6.22423
H -7.41375 -19.84867 0.59473
H -2.53356 -18.09420 1.61286
H -5.39001 -17.19721 -0.80052
H -7.44783 -26.67447 1.88335
H -3.44565 -20.26667 5.33096
H -5.54457 -28.19701 7.45393
H -5.56557 -17.58746 -2.55189
H -4.72899 -19.97783 7.88770
H -1.21004 -20.17800 4.42979
H -1.89982 -20.17321 2.79768
H -3.43269 -21.46879 -1.58447
H -5.51058 -24.89055 4.81761
H -6.01829 -20.66392 -1.82723
H -4.24241 -26.64861 5.63941
H -7.31251 -25.09738 6.45327
H -3.65754 -15.85173 1.71958
H -5.31941 -28.77021 3.82953
H -6.75843 -28.28464 2.34653
H -10.23330 -20.01974 -2.71447
H -4.61321 -18.64580 -1.42782
H -9.47338 -20.07771 -0.04446
H -4.86850 -21.45141 2.64672
H -1.55870 -16.55908 4.92010
H -9.92201 -17.08018 -3.20233
H -5.62053 -23.07777 3.08366
*
```

***

Record 2
C8H25HgO5 | wB97M-V/def2-TZVPD

Summary:
Kohn-Sham gap ... 2.12 eV

ORCA input file:
```
! wB97M-V def2-TZVPD RIJCOSX def2/J DEFGRID3
* xyz 1 1
Hg -20.61208 -0.93247 -17.64442
O -17.22333 -0.73740 -23.76749
O -17.39520 -1.06000 -19.15191
O -13.34777 -2.67007 -17.79924
O -20.25514 -6.27205 -21.83907
O -15.57679 3.65144 -18.55557
C -11.89725 -4.47205 -17.45240
C -18.48272 -6.56239 -20.41975
C -13.06544 -3.95592 -18.23880
C -14.63054 5.61875 -19.49616
C -14.85701 4.11461 -19.66283
C -16.82197 -1.98137 -24.32111
C -16.70998 -1.85071 -25.85213
C -19.73237 -7.17148 -20.94263
H -15.75344 2.71814 -18.69472
H -14.21787 -2.45988 -18.14614
H -13.89931 6.02724 -20.19371
H -16.51312 -2.83511 -26.27673
H -14.33439 5.79359 -18.46183
H -16.01813 -1.08888 -26.21140
H -18.00394 -7.04649 -19.56857
H -12.84263 -3.91816 -19.30511
H -15.83443 -2.28315 -23.97213
H -17.49943 -2.81283 -24.12660
H -17.63008 -1.49791 -26.31801
H -13.89731 -4.64303 -18.08394
H -11.85441 -5.52335 -17.73706
H -20.52918 -7.28780 -20.20801
H -17.20242 -0.89496 -22.82073
H -17.74565 -6.53341 -21.22224
H -11.96579 -4.52774 -16.36599
H -17.12975 -1.91414 -19.54499
H -19.57135 -8.14551 -21.40463
H -15.39556 4.03177 -20.60686
H -20.65030 -5.58743 -21.29431
H -11.03193 -3.90347 -17.79306
H -18.69599 -5.51177 -20.22271
H -15.62212 6.03884 -19.66471
H -13.87570 3.65136 -19.76537
*
```

***

Record 3
C11H25F4NO10S4 | wB97M-V/def2-TZVPD

Summary:
Kohn-Sham gap ... 9.09 eV
Structure (SMILES) ... CC(C)CN(S(=O)(=O)F)S(=O)(=O)C(F)(F)F.CCOS(C)(=O)=O.CCOS(C)(=O)=O

ORCA input file:
```
! wB97M-V def2-TZVPD RIJCOSX def2/J DEFGRID3
* xyz 0 1
S -5.14969 -4.52904 0.07108
S 3.60785 -0.37400 2.44774
S -5.18436 -2.89850 2.48584
S 2.63740 4.63486 -3.49088
F -4.98135 -6.17590 0.55136
F -6.25517 -1.07456 0.71332
F -4.45565 -0.27858 2.13656
F -6.69591 -0.56517 3.06860
O -4.27695 -2.76049 3.76804
O 1.13933 5.18761 -3.82383
O 3.39108 4.54844 -4.72170
O -6.65338 -4.10291 -0.15111
O -6.37448 -3.81755 2.86236
O -4.49650 -4.40395 -1.36079
O 2.49471 -1.02003 1.78894
O 3.43463 0.80780 3.26881
O 4.77717 -0.08095 1.34891
O 2.52749 3.51566 -2.57647
N -4.26738 -3.42699 1.09704
C 4.29025 2.16630 0.55834
C -2.09452 -2.01600 -0.19055
C 4.45340 0.69930 0.20572
C -2.88437 -3.92382 1.45360
C -1.89152 -2.58043 1.37087
C -5.71905 -1.10571 2.09599
C 4.48288 -1.58177 3.40815
C 0.34287 4.46873 -4.75623
C -0.32926 -2.90001 1.74850
C -0.16924 3.16723 -4.16725
C 3.20804 6.03857 -2.56851
H -1.25496 -1.24523 -0.45651
H -0.69000 3.35021 -3.22167
H -0.27824 -2.99653 2.93665
H 0.05222 -3.90314 1.27318
H 0.89995 4.29254 -5.68305
H 4.13007 2.76846 -0.34050
H -0.85188 2.66703 -4.86004
H -2.32976 -1.75656 2.09796
H 3.26468 6.90417 -3.23090
H 3.55624 0.30751 -0.28621
H 3.43334 2.32216 1.21999
H 2.52048 6.22277 -1.74096
H -2.07365 -2.98853 -0.86445
H 4.65613 -2.46924 2.79690
H 5.17591 2.53746 1.08430
H -0.51166 5.10538 -5.00965
H -2.80439 -4.48987 2.47448
H 5.42600 -1.14966 3.74774
H -3.14636 -1.50071 -0.33621
H 0.65276 2.47770 -3.95452
H 3.86075 -1.83488 4.26986
H 5.28196 0.59350 -0.50285
H -2.43960 -4.66521 0.63131
H 4.19999 5.79859 -2.17852
H 0.36169 -1.96607 1.49120
*
```

***

Record 4
C11H18AsMoN3OS7 | wB97M-V/def2-TZVPD

Summary:
Kohn-Sham gap (spin up / spin down) ... 6.26 / 6.22 eV
Expectation value of S² ... 2.028

ORCA input file:
```
! wB97M-V def2-TZVPD RIJCOSX def2/J DEFGRID3
* xyz 0 3
Mo 0.95993 1.17087 1.15157
As -2.04477 4.44144 0.97925
S 0.54871 1.16262 -3.21673
S -0.87023 2.45247 -0.05484
S 2.95205 -0.18023 1.53700
S 1.08093 3.09756 -0.03260
S -0.90027 5.99157 0.27215
S -2.39881 4.16152 3.01417
S 0.74133 1.39549 3.41680
O 0.67538 -0.30458 -0.18975
N 1.62607 -1.19887 -0.50881
N -1.88281 0.84849 2.44388
N -0.40140 -0.97482 2.59576
C 3.65479 -2.29052 -0.12397
C -0.58173 0.40147 2.48893
C -2.80794 -1.37741 2.58103
C -1.13909 1.11315 -3.83582
C 1.42127 1.51355 -4.75301
C -2.96230 0.05887 3.02648
C 2.74386 -1.28115 0.23397
C 2.24712 -2.92848 -1.96122
C -1.46261 -1.87480 3.05171
C 3.41106 -3.10019 -1.20225
C 1.36135 -1.96230 -1.59102
H 4.12212 -3.87122 -1.47016
H -1.25205 -2.87004 2.66113
H 2.03307 -3.53256 -2.83055
H -2.85859 -1.42217 1.48983
H -1.79685 1.14261 -2.96755
H 1.48834 0.64395 -5.40619
H -1.96602 1.85156 2.58583
H -1.33712 1.99421 -4.44683
H 0.43876 -1.72255 -2.09552
H 0.52108 -1.20009 2.94146
H 2.42859 1.83587 -4.49226
H -1.35041 0.21525 -4.41620
H 0.93069 2.32814 -5.28667
H 4.54843 -2.39238 0.47425
H -1.45849 -1.93319 4.14561
H -2.95882 0.11639 4.12405
H -3.90267 0.48227 2.67754
H -3.60194 -2.00177 2.98956
*
```